Record 1
A 4-piece molecular cluster, CH10NO3 overall at a distorted geometry, computed with the ωB97M-V functional and the def2-TZVPD basis.

Atoms and positions in Å:
1 C 0.84222 -0.51685 -1.59730
2 N 0.53794 0.04707 -0.51296
3 H 0.59019 -0.13810 -2.57352
4 H 1.36823 -1.46605 -1.59480
5 H 0.98159 -0.16404 0.38627
6 H -0.15144 0.84013 -0.49649
7 H -2.58587 1.58434 -1.49359
8 H -1.30055 2.36412 -1.32229
9 O -1.88051 1.75709 -0.85346
10 H -2.04473 -0.38825 1.19715
11 H -0.82179 -1.59860 0.87224
12 O -1.17676 -0.64909 0.88236
13 H 2.42644 0.05915 2.31979
14 H 1.59337 -1.28802 2.62383
15 O 1.62168 -0.44291 2.16277

The charge is +1. The calculation puts the total energy at -8824.337 eV. The energy above the lowest of the compared OMol25 structures with the same formula, charge and spin is 79.7 kJ/mol. The calculation puts the HOMO energy at -15.365 eV.

=====

Record 2
C29H42BBrN6OSn as an isolated structure at a distorted geometry, computed with the ωB97M-V functional and the def2-TZVPD basis.

Atoms and positions in Å:
1 Sn 0.03402 1.03704 1.42370
2 C -3.16307 -0.46001 2.43298
3 C -3.24191 0.94894 1.97779
4 C -4.36683 1.72246 1.71234
5 C -3.88014 2.99535 1.39420
6 C -4.68821 4.15812 0.96717
7 N -2.54834 2.95728 1.48798
8 N -2.15007 1.70421 1.81531
9 B -1.51676 4.08313 1.30719
10 N -0.47475 4.05100 2.43839
11 N 0.36562 3.00127 2.61089
12 C 1.22556 3.30259 3.58303
13 C 2.29188 2.37428 4.02414
14 C 0.93758 4.58448 4.05205
15 C -0.15292 5.02522 3.29651
16 C -0.83615 6.33139 3.40684
17 N -0.78480 3.81796 -0.01750
18 N -0.04057 2.69703 -0.20071
19 C 0.52845 2.77055 -1.40549
20 C 1.47959 1.76078 -1.92356
21 C 0.12096 3.95429 -2.02195
22 C -0.71413 4.58947 -1.10545
23 C -1.43143 5.86917 -1.29346
24 H -4.12674 -0.94893 2.32067
25 H -2.88609 -0.49343 3.48767
26 H -2.40846 -1.00776 1.86072
27 H -5.39449 1.41520 1.73054
28 H -5.70630 4.05124 1.33259
29 H -4.72525 4.19473 -0.12220
30 H -4.27119 5.09585 1.31971
31 H -2.05271 5.12471 1.28468
32 H 2.36310 1.52109 3.34240
33 H 2.09062 2.01019 5.03160
34 H 3.24857 2.89234 4.05155
35 H 1.44980 5.12550 4.82029
36 H -0.43558 6.87980 4.25510
37 H -1.90864 6.20494 3.54113
38 H -0.68206 6.92185 2.50418
39 H 1.66691 0.99353 -1.16935
40 H 2.41929 2.24753 -2.18386
41 H 1.08840 1.29739 -2.83012
42 H 0.39170 4.30765 -2.99538
43 H -0.99950 6.40545 -2.13294
44 H -1.37949 6.48993 -0.40466
45 H -2.48206 5.67488 -1.50579
46 C 0.31239 -5.01657 -4.94100
47 C 0.24508 -5.46815 -3.46319
48 C -1.16228 -6.03337 -3.17914
49 C 1.26892 -6.58406 -3.26677
50 C 0.45960 -4.28273 -2.58239
51 C -0.46551 -3.20856 -2.58180
52 C -0.33221 -2.19727 -1.68255
53 Br -1.54993 -0.75477 -1.60235
54 C 0.78308 -2.11159 -0.73904
55 O 0.91479 -1.11082 -0.03195
56 C 1.71190 -3.24903 -0.74392
57 C 1.53074 -4.23735 -1.67328
58 C 2.81090 -3.31504 0.27991
59 C 3.56118 -4.64721 0.24974
60 C 2.21465 -3.14001 1.68773
61 C 3.80550 -2.16759 0.00109
62 H 0.13382 -5.88681 -5.56930
63 H 1.30123 -4.62485 -5.16688
64 H -0.43168 -4.26314 -5.17990
65 H -1.34975 -6.87322 -3.84161
66 H -1.94284 -5.29712 -3.34110
67 H -1.21789 -6.38440 -2.15216
68 H 1.00174 -7.42047 -3.90557
69 H 1.27795 -6.94975 -2.24320
70 H 2.27003 -6.26556 -3.54953
71 H -1.29083 -3.20567 -3.27597
72 H 2.22753 -5.05631 -1.69001
73 H 2.87354 -5.48329 0.37146
74 H 4.27418 -4.67688 1.07085
75 H 4.11633 -4.77978 -0.67692
76 H 1.48058 -3.91737 1.87819
77 H 1.74279 -2.16639 1.79650
78 H 3.00782 -3.22442 2.42713
79 H 4.25456 -2.27601 -0.98449
80 H 4.59758 -2.20357 0.74337
81 H 3.31110 -1.20051 0.05709

The charge is +2. The calculation puts the total energy at -118281.536 eV. The energy above the lowest of the compared OMol25 structures with the same formula, charge and spin is 52.4 kJ/mol. The calculation puts the HOMO energy at -13.467 eV.

=====

Record 3
C9H20GaN3OS2 as an isolated structure, computed with the ωB97M-V functional and the def2-TZVPD basis.

Atoms and positions in Å:
1 Ga 0.36844 0.14374 -0.38784
2 N -0.63391 1.37808 1.84521
3 C -0.07557 0.87953 3.09655
4 C -0.14368 -0.63737 3.07706
5 N 0.47032 -1.11075 1.83932
6 H -0.41495 2.35693 1.70684
7 H -1.64507 1.29055 1.82870
8 H -0.57363 1.27045 3.98884
9 H 0.97163 1.18806 3.13341
10 H -1.18734 -0.96162 3.08694
11 H 0.33044 -1.03182 3.98124
12 H 0.31421 -2.09478 1.65529
13 H 1.47791 -0.97066 1.84808
14 N -0.04529 1.11504 -4.78136
15 C -0.42164 0.77041 -3.51485
16 O -0.73643 -0.36376 -3.22008
17 C -0.49303 1.91861 -2.53022
18 C -0.85472 1.48680 -1.11718
19 H 0.11229 0.36926 -5.43762
20 H 0.35381 2.01547 -4.97212
21 H -1.23935 2.61102 -2.93730
22 H 0.46339 2.44991 -2.52908
23 H -1.89522 1.15787 -1.08938
24 H -0.74959 2.34134 -0.45472
25 C 4.86288 -0.07758 0.07401
26 C 3.39131 -0.31356 -0.20665
27 S 2.37448 1.12038 0.00684
28 C 2.91355 -1.50168 -0.60877
29 C 3.79391 -2.71165 -0.79724
30 S 1.22656 -1.85042 -1.01895
31 H 5.03398 0.95507 0.37077
32 H 5.47456 -0.27143 -0.80933
33 H 5.23066 -0.71656 0.87966
34 H 4.84566 -2.48180 -0.64114
35 H 3.67764 -3.11563 -1.80498
36 H 3.51183 -3.50709 -0.10274

The calculation puts the total energy at -90224.004 eV. The calculation puts the HOMO energy at -6.869 eV.

=====

Record 4
A 2-piece molecular cluster, C6H12O overall at a distorted geometry, computed with the ωB97M-V functional and the def2-TZVPD basis.

Atoms and positions in Å:
1 C 0.34624 -1.20717 1.17577
2 C 0.73201 0.06740 1.15926
3 C 1.65470 0.58072 0.08057
4 C 0.95067 0.93499 -1.25640
5 C -0.52585 1.05334 -1.00254
6 O -0.84998 1.56392 0.06505
7 H -0.15214 -1.63920 2.03371
8 H 0.68862 -1.91987 0.42633
9 H 0.45766 0.72833 1.97508
10 H 2.18737 1.45372 0.46429
11 H 2.39979 -0.19754 -0.10757
12 H 1.24770 0.29441 -2.09460
13 H 1.21324 1.96629 -1.53130
14 H -1.21461 1.05784 -1.87164
15 C -1.81054 -1.01844 0.16073
16 H -2.07139 -0.06885 0.62851
17 H -2.44401 -1.36979 -0.63376
18 H -1.85660 -1.80371 0.96466
19 H -0.95290 -0.47637 -0.63615

The calculation puts the total energy at -8459.884 eV. The energy above the lowest of the compared OMol25 structures with the same formula, charge and spin is 431.3 kJ/mol. The calculation puts the HOMO energy at -8.526 eV. The SMILES is C=CCCC=O.C.

=====

Record 5
C7H28N11O10 as an isolated structure at a distorted geometry, computed with the ωB97M-V functional and the def2-TZVPD basis.

Atoms and positions in Å:
1 N 0.14833 0.16017 -0.19298
2 O 0.56154 0.39686 -1.35619
3 O -0.74893 -0.69335 -0.00319
4 O 0.69608 0.60484 0.79021
5 C 2.34397 -1.55829 0.33337
6 O 2.06974 -1.34854 -1.01593
7 H 1.52258 -1.95911 0.92730
8 H 3.24283 -2.14331 0.52804
9 H 2.46567 -0.59138 0.82160
10 H 1.83863 -0.44868 -1.25770
11 C 0.34260 -0.77227 -3.55303
12 O -0.77059 -0.20545 -2.92632
13 H 0.42750 -0.50264 -4.60574
14 H 1.21973 -0.49649 -2.96764
15 H 0.26307 -1.85822 -3.60308
16 H -0.52395 0.17398 -2.07968
17 C -1.07756 -3.12107 1.89624
18 O -1.20857 -4.23213 2.39355
19 N -1.93237 -2.13733 1.88877
20 N -0.04115 -2.77872 1.15965
21 H -1.61077 -1.39765 1.28087
22 H -2.90075 -2.26537 2.14555
23 H 0.75891 -3.37003 1.33386
24 H 0.00733 -1.80778 0.88575
25 C -3.12920 -1.44320 -1.29422
26 O -3.97018 -2.18032 -1.74293
27 N -2.35885 -0.56807 -1.98545
28 N -2.87580 -1.40223 -0.02828
29 H -2.51481 -0.54863 -2.98315
30 H -1.54730 -0.13643 -1.56691
31 H -3.44692 -1.97692 0.57476
32 H -2.11764 -0.85867 0.35880
33 C -1.91526 0.60244 2.29495
34 O -2.41687 -0.30714 1.68664
35 N -2.50577 1.10543 3.36139
36 N -0.85376 1.24008 1.97696
37 H -3.49545 0.92024 3.44103
38 H -1.97572 1.69462 3.98750
39 H -0.78624 2.16423 2.37883
40 H -0.27435 0.93816 1.20674
41 C 3.07199 1.23298 -1.93994
42 O 3.79667 0.97944 -2.89493
43 N 3.02447 0.48513 -0.83556
44 N 2.24442 2.19869 -1.87415
45 H 2.36100 0.80031 -0.14234
46 H 3.61076 -0.33623 -0.79396
47 H 2.26833 2.94015 -2.55954
48 H 1.64973 2.23962 -1.05883
49 C 0.87106 3.33496 0.79350
50 O 0.68758 4.51631 0.50230
51 N -0.07003 2.44800 0.58597
52 N 1.86126 2.80273 1.42152
53 H 0.14931 1.47557 0.74835
54 H -0.82721 2.67987 -0.04094
55 H 1.88190 1.85268 1.76370
56 H 2.50911 3.45811 1.83490

The charge is -1. The calculation puts the total energy at -44555.983 eV. The energy above the lowest of the compared OMol25 structures with the same formula, charge and spin is 2632.9 kJ/mol. The calculation puts the HOMO energy at -4.940 eV.

=====

Record 6
A 6-piece molecular cluster, C18H24F6O15P overall, computed with the ωB97M-V functional and the def2-TZVPD basis.

Atoms and positions in Å:
1 F 0.88335 0.18212 3.41653
2 C 0.87307 -1.05806 2.79529
3 C 0.98042 -0.85569 1.28228
4 C 2.37552 -1.20849 0.71592
5 P 2.35871 -2.04085 -0.87973
6 H 1.71504 -1.62536 3.19887
7 H -0.05143 -1.56615 3.06694
8 H 0.80546 0.20636 1.11109
9 H 0.18075 -1.38472 0.76739
10 H 2.92007 -1.88039 1.38360
11 H 3.00093 -0.32255 0.58701
12 H 3.46973 -2.87545 -0.99212
13 H 2.40362 -1.18265 -1.97623
14 H 1.24103 -2.86081 -1.03009
15 C -0.67214 0.35622 -2.55554
16 C -2.18107 0.53174 -2.53555
17 O -2.62814 -0.72181 -2.02285
18 C -1.63610 -1.27341 -1.30377
19 O -1.71732 -2.20955 -0.57848
20 O -0.46792 -0.59763 -1.50227
21 F -2.63355 0.71267 -3.78375
22 H -0.37395 -0.07791 -3.51145
23 H -0.11257 1.26513 -2.35580
24 H -2.54414 1.33059 -1.88741
25 C 1.63010 2.13144 6.27586
26 C 0.38271 2.96457 6.49362
27 O 0.91213 4.22967 6.82688
28 C 2.16291 4.33021 6.29080
29 O 2.78293 5.33204 6.20280
30 O 2.57588 3.11571 5.85080
31 F -0.36001 2.49641 7.52148
32 H 1.94779 1.68636 7.22009
33 H 1.52078 1.36576 5.51408
34 H -0.26002 3.07003 5.61674
35 C -2.21304 -1.51019 8.66451
36 C -1.56615 -1.59131 7.29515
37 O -0.56286 -0.60224 7.36952
38 C -0.22883 -0.42773 8.68761
39 O 0.72319 0.16224 9.06263
40 O -1.13113 -1.04983 9.47522
41 F -2.42207 -1.27914 6.28929
42 H -3.01124 -0.76616 8.65863
43 H -2.58136 -2.45878 9.04204
44 H -1.10654 -2.55522 7.06625
45 C -4.35981 -0.95815 -7.12284
46 C -3.55415 -1.21354 -8.38624
47 O -2.30101 -0.60461 -8.07777
48 C -2.16505 -0.57272 -6.73746
49 O -1.15376 -0.36232 -6.13986
50 O -3.32920 -0.86068 -6.13324
51 F -4.08183 -0.61189 -9.46791
52 H -4.87593 -0.00029 -7.20015
53 H -5.05802 -1.74624 -6.86201
54 H -3.37694 -2.26537 -8.61542
55 C 1.70636 1.11324 -6.08973
56 C 2.73909 0.83921 -7.16483
57 O 3.96233 1.07938 -6.48631
58 C 3.76526 0.90070 -5.15587
59 O 4.61962 0.80382 -4.34106
60 O 2.43925 0.81495 -4.89080
61 F 2.63197 1.68647 -8.20967
62 H 1.43613 2.17075 -6.09569
63 H 0.82515 0.48417 -6.11202
64 H 2.74602 -0.18405 -7.54504

The charge is +1. The calculation puts the total energy at -75354.556 eV. The calculation puts the HOMO energy at -12.621 eV.

=====

Record 7
A 2-piece molecular cluster, C2H8BN overall at a distorted geometry, computed with the ωB97M-V functional and the def2-TZVPD basis.

Atoms and positions in Å:
1 B -0.69903 1.59759 0.29180
2 C 1.63262 -0.23488 -0.16262
3 C -1.04518 -0.87982 -0.06624
4 N -0.34135 0.30410 -0.02539
5 H -0.12810 2.69983 0.27623
6 H -1.77118 1.66272 0.73761
7 H 1.39250 -1.28799 -0.04230
8 H 2.20538 0.08685 -0.99453
9 H 1.96086 0.12537 0.77623
10 H -1.40259 -1.08953 -1.06324
11 H -0.25542 -1.63460 0.09018
12 H -1.85987 -0.99025 0.65663

The calculation puts the total energy at -4367.502 eV. The energy above the lowest of the compared OMol25 structures with the same formula, charge and spin is 356.2 kJ/mol. The calculation puts the HOMO energy at -9.444 eV.

=====

Record 8
A 2-piece molecular cluster, C5H6O overall at a distorted geometry, computed with the ωB97M-V functional and the def2-TZVPD basis.

Atoms and positions in Å:
1 O 3.11715 1.17614 0.42879
2 C 2.38006 1.04846 -0.42871
3 C -0.76339 1.10702 0.80689
4 C -0.52624 -0.19766 0.94897
5 C -0.66965 -1.05655 -1.37115
6 C -0.12683 -1.08896 -0.15514
7 H -1.07968 1.72215 1.64530
8 H -0.64776 1.59566 -0.15930
9 H -0.62163 -0.65965 1.93251
10 H -1.47070 -0.35929 -1.60780
11 H -0.33928 -1.73393 -2.15318
12 H 0.64012 -1.83118 0.07082

The calculation puts the total energy at -7327.979 eV. The energy above the lowest of the compared OMol25 structures with the same formula, charge and spin is 125.9 kJ/mol. The calculation puts the HOMO energy at -9.248 eV.